{"formula": "C43H35N2P2PtSeSi", "method": "wB97M-V/def2-TZVPD", "symbols": ["H", "C", "C", "C", "H", "H", "H", "H", "C", "H", "C", "C", "H", "H", "C", "C", "H", "C", "H", "H", "H", "H", "C", "C", "N", "C", "H", "H", "C", "C", "C", "H", "H", "H", "H", "C", "C", "C", "P", "C", "C", "H", "H", "Si", "H", "C", "C", "C", "C", "C", "C", "H", "H", "C", "H", "H", "Pt", "C", "C", "C", "H", "P", "H", "C", "C", "C", "C", "C", "C", "H", "C", "H", "H", "C", "N", "Se", "C", "H", "C", "H", "C", "H", "C", "C", "H"], "xyz": [[0.5962, -2.0338, -2.7606], [5.0503, -2.2436, -1.7453], [-1.3661, 3.1945, -2.0719], [3.9204, -1.4705, -1.9831], [3.3795, 1.5161, 3.7709], [-2.4789, -2.1537, 0.5665], [3.6436, -1.2128, -2.9965], [0.5344, -2.4477, 2.9539], [-2.1839, -1.3948, 3.8460], [0.8647, 4.7912, -0.4648], [3.6182, 2.0969, -0.7624], [-3.6567, -3.3556, -2.5319], [5.0044, 3.7128, -0.5125], [-2.6398, 5.1463, 2.6279], [5.4108, -2.5769, -0.4457], [1.1520, -1.5760, 3.1413], [4.0736, -0.6996, 4.6194], [2.3447, -1.7094, 3.8383], [-2.7345, 3.4465, 4.4304], [-5.6619, -4.2055, -2.4228], [-3.2436, -4.2426, -2.9966], [4.3961, 1.3471, -0.8492], [1.8604, 0.9082, -3.8535], [1.4697, -0.0781, -2.9594], [-2.7259, -0.0536, -1.3416], [-1.3504, 1.5396, 1.9754], [0.0210, -2.2307, -5.1545], [4.9218, -2.4048, 1.6401], [-1.7552, 3.7982, 1.2121], [-1.9642, -1.3123, 2.4668], [-2.2793, 4.1404, 2.4494], [3.2330, 5.4371, -0.3428], [-4.6649, -3.6994, 3.9064], [-1.1463, 4.2562, -1.9153], [-1.7144, 4.5564, 0.4336], [-5.0618, -3.3299, -2.2116], [-2.3317, 3.1891, 3.4579], [-2.6931, -2.1536, 1.6291], [1.7209, 0.0432, -1.1369], [-3.4069, -1.1431, -1.6624], [2.7557, 0.6479, 3.5946], [2.9144, -1.0215, 1.2350], [-2.4508, 3.0726, -2.0935], [-0.5393, 2.1865, -0.7574], [-4.2242, -3.6498, 1.4669], [1.6304, 4.0260, -0.5610], [0.8154, -1.2178, -3.4414], [1.5562, 0.7842, -5.2075], [-1.2742, 2.5083, 0.9495], [-5.6380, -2.2462, -1.6492], [3.1462, -0.5962, 4.0693], [1.8563, 1.5623, -5.8994], [0.6390, -0.4193, -6.7253], [1.5595, 0.7872, 2.9006], [5.6484, -2.5875, -2.5798], [2.6488, -2.6831, 4.2040], [-0.6530, -0.1361, -0.7444], [-3.9072, -3.0389, 3.5028], [0.7424, -0.3212, 2.6824], [3.9611, 3.4295, -0.5789], [-1.7859, -2.3297, -2.5127], [-0.7597, -0.1811, 1.6771], [-1.9205, 1.1757, 4.0154], [4.6442, -2.1396, 0.6273], [0.5255, -1.3452, -4.7875], [3.1600, -1.0220, -0.9072], [0.8811, -0.3308, -5.6735], [-1.8672, 1.9037, 3.2202], [-3.1529, -2.2436, 4.3572], [-1.5708, -0.8234, 4.5311], [-4.8167, -1.1079, -1.3515], [1.2603, 1.7626, 2.5301], [6.2902, -3.1856, -0.2691], [1.2668, 2.6858, -0.7223], [-5.2581, -0.0077, -0.7736], [-3.8952, 1.0687, -0.5711], [2.9666, 4.3965, -0.4865], [2.3912, 1.7836, -3.4930], [-3.6656, -3.0074, 2.1379], [-6.6934, -2.2091, -1.4110], [-2.8429, -2.3066, -2.2727], [-0.9708, 2.9021, -3.0479], [3.5164, -1.3666, 0.3989], [2.2739, 1.7370, -0.8532], [-3.3198, -2.2880, 5.4262]], "mulliken_charge": [0.78, -0.84, -1.10, -0.60, 0.47, 0.15, 0.45, 0.52, -0.27, 0.34, -1.06, -0.67, 0.45, 0.44, -0.63, -0.93, 0.44, -0.79, 0.44, 0.42, 0.45, 0.45, -0.41, -0.07, -0.40, 0.68, 0.45, 0.46, -0.97, 0.59, -0.88, 0.42, 0.40, 0.41, 0.36, -0.60, -0.87, -0.46, 2.13, 0.45, -0.73, -0.08, 0.37, -0.43, 0.46, -0.68, -0.25, -0.82, 0.10, -0.82, -0.64, 0.44, 0.41, -0.52, 0.44, 0.45, 2.09, -0.57, 0.53, -0.87, 0.33, 0.95, 0.25, -0.82, -0.85, -0.32, -0.58, -0.47, -0.82, 0.36, 0.77, 0.34, 0.40, 0.93, -0.81, 0.41, -0.84, 0.41, -0.61, 0.48, -0.15, 0.32, 0.77, 0.66, 0.43], "lumo_energy_ev": -3.631, "total_charge": 1, "e_above_lowest_kcal_mol": 0.00, "total_energy_ev": -143184.0586, "homo_lumo_gap_ev": 5.5}

{"formula": "C33H61As3Sb2Ti", "method": "wB97M-V/def2-TZVPD", "symbols": ["C", "H", "H", "H", "H", "H", "H", "H", "C", "H", "H", "C", "C", "H", "H", "C", "C", "H", "C", "H", "H", "H", "H", "C", "H", "H", "H", "C", "H", "C", "H", "H", "H", "H", "Sb", "H", "As", "H", "H", "C", "H", "Ti", "C", "As", "C", "H", "H", "H", "H", "C", "H", "H", "H", "H", "H", "H", "H", "C", "C", "H", "H", "H", "H", "C", "H", "H", "C", "H", "H", "C", "C", "C", "C", "H", "C", "H", "H", "H", "C", "H", "H", "C", "C", "H", "C", "H", "H", "H", "C", "C", "H", "H", "C", "H", "As", "Sb", "H", "C", "C", "C"], "xyz": [[0.1108, -0.2152, -3.8165], [1.7715, 3.2616, 2.3962], [4.3849, -1.4098, 2.6116], [0.8772, 0.1271, 4.0287], [2.8846, -0.3812, -3.3884], [0.0613, -4.9250, -1.5507], [-0.7746, -4.1179, -0.2134], [-2.5616, 1.2573, -1.4571], [-0.0402, 4.1047, 0.1228], [-1.2468, -3.7799, -1.8956], [-1.7254, 2.0193, 4.2382], [-2.1342, -0.2965, -2.8697], [5.7568, -1.5644, 0.4081], [-0.3786, 2.3623, -1.7162], [2.5862, 0.6138, 4.1458], [-6.4216, 0.7909, 1.5055], [1.8954, -0.1400, 3.7730], [-0.9422, 0.7346, 3.3166], [4.4925, -2.1243, 0.5856], [-7.4185, 0.9156, 1.0844], [2.5486, -4.5666, -0.7268], [-0.6320, -2.8786, 2.1368], [-2.4029, 0.3944, 4.2401], [2.9485, 0.5499, -2.8278], [2.7306, -2.4955, -3.5062], [-4.5537, 3.9515, 0.1161], [-2.6091, 2.7043, 0.5959], [-0.4133, -3.9981, -1.2314], [-2.7749, -3.2285, 0.6311], [3.7420, -1.8581, 1.8517], [1.9836, -4.0853, -3.2259], [2.1324, -1.1060, 4.2171], [7.4889, -1.3983, -0.8446], [0.8251, -0.5913, -4.5398], [1.0943, -2.5035, -1.3384], [6.5786, -2.9229, -2.5765], [-5.7485, 2.5816, 1.9358], [2.9263, 0.2994, -1.7558], [-5.8129, 0.2444, 0.7850], [3.5663, 1.2817, 1.2362], [-3.7601, -0.4067, 2.1933], [0.2508, 0.1462, -0.3492], [-2.9056, -2.2783, 0.1196], [-0.2023, 2.4296, 1.0896], [-3.1186, 0.2496, 1.6005], [-4.5757, 2.2242, -0.3718], [4.1404, 1.5039, 2.1357], [-4.5017, 1.3899, 3.6945], [-3.9290, -1.9343, 0.2552], [2.6003, -3.5838, -0.2563], [-3.8541, 2.9919, 3.5231], [-2.0287, -2.2906, 3.0586], [-4.1069, -0.5816, -2.0390], [-3.5665, -1.8963, -3.1075], [-4.0526, -0.3514, -3.7805], [2.9865, 3.2390, -2.5598], [-2.1489, 3.5385, 2.0590], [3.9662, -2.9665, -0.4004], [1.8036, -3.0110, -3.2709], [4.3647, -3.9452, -2.2684], [1.9125, 2.6312, -1.3141], [0.7864, 2.2180, 3.4434], [6.1774, -0.9387, 1.1883], [1.8317, 1.5350, -3.1843], [-3.6844, 0.5133, 0.7085], [-6.5221, 0.2071, 2.4207], [6.5019, -1.8270, -0.7312], [4.2442, 0.9615, 0.4455], [0.2428, 3.8590, 3.0616], [-5.1310, 3.0272, 0.1212], [4.7362, -3.2447, -1.5285], [-0.5253, 1.3885, -2.1652], [1.9946, 2.8203, -2.3925], [1.2656, 3.5852, -2.6620], [-2.0970, 2.5741, 1.5479], [1.0496, -2.8074, -4.0268], [-6.0354, 3.2066, -0.4606], [3.2708, -2.7368, 2.2894], [0.4664, 0.8893, -3.0224], [2.2651, -3.6978, 0.7721], [-0.4879, -1.4156, 3.1395], [-1.1469, -1.9877, 2.4959], [-2.7794, 1.5017, 2.4074], [-0.4346, 4.8673, 0.7923], [5.9909, -2.6781, -1.7014], [3.9242, 0.9930, -3.0271], [-1.3931, -1.6003, -4.4143], [-2.7007, -2.4051, -0.9358], [-3.5381, -0.8196, -2.9364], [-1.7961, 0.7872, -2.0651], [3.0362, 2.1758, 0.9188], [1.0017, 4.3206, -0.0957], [-1.9116, 1.1424, 3.6154], [1.9254, 1.7779, -4.2469], [-1.7385, -0.9698, 0.9560], [2.2472, -0.3325, 1.6867], [-0.6203, 4.1151, -0.7967], [0.7593, 2.9803, 2.6784], [-4.1014, 2.0916, 2.9555], [-1.1434, -0.7835, -3.7447]], "mulliken_charge": [-0.84, 0.52, 0.82, 0.40, 0.09, 0.61, 0.38, 0.61, -1.52, 0.41, 0.43, 0.58, -0.62, 0.91, 0.57, -0.85, -1.49, -0.48, 0.90, 0.43, 0.80, 0.40, 0.52, -1.17, 0.44, 0.29, 0.00, -1.41, 0.61, -1.81, 0.73, 0.55, 0.48, 0.86, 0.39, 0.48, 0.30, 0.11, 0.05, -1.39, 0.90, 0.43, -1.12, 1.08, -1.48, -0.10, 0.64, 0.64, 0.47, -1.34, 0.56, 0.53, 0.24, 0.42, 0.45, 0.52, 0.94, 0.36, -1.58, 0.53, -0.07, 0.27, 0.50, 0.11, -0.27, 0.32, -0.80, 0.41, 0.54, -0.67, -0.57, -2.15, -1.45, 0.45, -1.45, 0.55, 0.48, 0.78, 0.68, 0.48, 0.19, -1.26, 2.01, 0.56, -0.88, 0.59, 0.52, -0.14, -1.55, 0.15, 0.29, 0.44, -1.49, 0.70, 1.72, 0.61, 0.49, -1.34, -2.20, -0.72], "lumo_energy_ev": [-10.073, -9.740], "total_charge": 3, "e_above_lowest_kcal_mol": 26.64, "total_energy_ev": -253890.9698, "homo_lumo_gap_ev": [5.0, 5.3], "spin_multiplicity": 2}

{"formula": "C4H10N2", "method": "wB97M-V/def2-TZVPD", "symbols": ["N", "C", "C", "H", "H", "H", "H", "C", "H", "H", "H", "H", "C", "H", "H", "N"], "xyz": [[1.2304, 1.4043, 0.1376], [1.0078, 0.1076, -0.1334], [-1.3869, 0.3433, -0.4054], [-1.0025, 1.2849, 0.1045], [-1.7627, 0.6926, -1.4861], [2.2296, 1.7550, 0.3666], [2.7861, -0.6003, 1.6239], [-2.6362, -0.2347, 0.3791], [-3.5667, 0.5394, 0.4352], [-3.1918, -1.1184, -0.2455], [1.4686, -2.3134, -0.0400], [-0.0645, -1.4464, -0.4713], [2.1739, -0.8861, 0.1168], [-2.2788, -0.4509, 1.5130], [3.1912, -0.5781, -0.9985], [-0.1961, -0.5108, -0.2155]], "mulliken_charge": [-0.74, 0.67, -0.41, 0.31, 0.24, 0.24, 0.24, -0.88, 0.29, 0.25, 0.16, 0.14, -0.84, 0.26, 0.24, -0.15], "lumo_energy_ev": -0.149, "total_charge": 0, "e_above_lowest_kcal_mol": 182.53, "total_energy_ev": -7282.7044, "homo_lumo_gap_ev": 8.7}

{"formula": "C2H4NO2", "method": "wB97M-V/def2-TZVPD", "symbols": ["N", "O", "C", "H", "O", "H", "C", "H", "H"], "xyz": [[1.8324, -0.5243, -0.2692], [-0.9426, 1.0488, 1.5167], [-0.0266, 0.0737, -0.4576], [0.9462, 0.5629, -0.0223], [-2.2977, -0.0561, 0.1189], [0.1843, -0.9974, -0.5931], [-1.2130, 0.3931, 0.4894], [1.7360, -0.9035, 0.6821], [-0.2188, 0.4029, -1.4650]], "mulliken_charge": [-0.61, -0.72, -0.67, 0.29, -0.69, 0.29, 0.56, 0.19, 0.37], "lumo_energy_ev": 4.227, "total_charge": -1, "e_above_lowest_kcal_mol": 111.98, "total_energy_ev": -7720.7565, "homo_lumo_gap_ev": 8.4}

{"formula": "C4H22F6NO5P", "method": "wB97M-V/def2-TZVPD", "symbols": ["H", "N", "H", "O", "H", "H", "O", "H", "H", "H", "H", "C", "C", "F", "H", "O", "H", "O", "C", "F", "F", "H", "H", "H", "H", "O", "H", "H", "H", "H", "F", "H", "H", "P", "F", "F", "C", "H", "H"], "xyz": [[-2.7174, -1.8268, 1.0560], [0.0086, 0.1791, 0.3068], [-0.1584, -2.7069, -1.7417], [2.9699, -0.1043, 4.6353], [-0.1162, 0.5701, -0.6161], [-0.4982, -0.9197, -4.2408], [-1.7538, 0.0191, 3.0046], [-0.5810, -0.6256, 0.4647], [-0.5854, -3.1836, -3.5257], [1.2102, -1.1738, 4.6310], [2.6720, -1.7282, 1.5425], [1.6851, -0.2940, 4.1967], [-0.7005, -1.1288, -3.1903], [1.8608, 2.8259, -0.7593], [0.9659, -0.0984, 0.4699], [-1.8950, -1.7253, 0.5768], [3.4073, 0.4731, 4.0052], [0.2196, -0.2465, -2.4781], [-0.0961, -2.5191, -2.8136], [1.4199, 5.0023, -0.0502], [-0.4715, 2.5296, -1.0751], [-2.5102, 0.5976, 3.1016], [2.8535, -1.1546, 0.1533], [-2.5590, -0.0128, -3.3009], [-2.3515, -0.9043, -1.8681], [2.2108, -1.2452, 0.8568], [0.1220, 0.6040, -2.9125], [1.6181, -0.2348, 3.1103], [1.0956, 0.5808, 4.4710], [-2.8107, -1.6578, -3.5050], [-0.9147, 4.7007, -0.5681], [-1.6638, -2.6138, 0.3060], [-2.1283, -0.8609, 2.9652], [0.5041, 3.8277, -0.7381], [0.7660, 4.4408, -2.1856], [0.2727, 3.2976, 0.7342], [-2.1797, -0.9698, -2.9425], [-0.1118, 0.8271, 1.0721], [0.9411, -2.5407, -3.1482]], "mulliken_charge": [0.26, -0.04, 0.15, -0.10, 0.19, 0.38, -0.56, 0.33, 0.42, 0.35, 0.27, 0.06, 0.46, -0.38, 0.30, -0.63, 0.44, -0.55, -1.23, -0.36, -0.40, 0.31, 0.30, 0.38, 0.17, -0.64, 0.25, -0.15, 0.37, 0.39, -0.38, 0.29, 0.27, 1.15, -0.32, -0.35, -1.17, 0.40, 0.35], "lumo_energy_ev": [-4.545, -11.119], "total_charge": 1, "e_above_lowest_kcal_mol": 24.99, "total_energy_ev": -41820.3466, "homo_lumo_gap_ev": [8.6, 2.0], "spin_multiplicity": 2}